# 1
A structure of composition C28H78N15O7P4Sr in a non-equilibrium geometry. Source: the Open Molecules 2025 dataset; level of theory: ωB97M-V/def2-TZVPD.

```
133
Properties=species:S:1:pos:R:3:forces:R:3
Sr -9.68009 -2.43917 -20.92229 0.92 1.00 0.96
P -12.01732 0.85018 -21.09945 -0.93 4.78 -0.42
P -7.91822 -1.68213 -17.35181 1.37 0.58 2.70
P -8.09231 -6.04587 -20.59770 0.77 -1.22 -0.18
P -5.70767 5.71670 -20.72598 -2.20 -0.88 1.63
O -8.78857 -1.82961 -18.57332 0.98 0.44 0.39
O -6.22085 -0.18348 -21.79092 1.17 0.15 -0.87
O -4.88783 6.37744 -21.73244 1.26 -0.27 -0.37
O -11.41433 -0.50418 -21.08862 0.23 -0.79 -0.45
O -8.23266 -0.33248 -21.11813 -0.85 -0.11 -0.57
O -8.60082 -4.59338 -20.48652 0.58 -2.05 -0.61
O -7.19561 -2.08600 -21.70235 -0.16 -2.95 -1.03
N -3.14012 -3.27860 -21.57135 -1.82 0.92 -2.39
N -11.01174 2.10443 -21.80600 0.24 -2.42 0.16
N -7.19064 -0.87244 -21.60630 -0.60 2.76 2.21
N -6.31260 4.15560 -21.27543 -0.65 3.14 0.11
N -8.61040 -2.40184 -15.95362 -0.25 1.40 -0.58
N -7.52268 -0.05132 -16.82627 -1.19 0.65 -1.75
N -7.14106 6.65351 -20.43497 -0.22 -1.06 0.95
N -13.52490 0.93190 -21.95080 2.09 -0.54 1.31
N -6.62397 -6.25224 -21.36239 0.06 2.01 -1.18
N -12.30443 1.58507 -19.58140 0.02 -0.04 -2.76
N -6.36576 -2.38726 -17.46721 -1.13 -1.04 -0.62
N -5.01788 5.47855 -19.15420 -0.11 0.22 -1.41
N -7.76821 -6.78004 -19.10369 1.26 1.39 -1.17
N -2.32105 1.18612 -18.23326 0.70 1.59 2.86
N -9.14528 -7.14785 -21.40570 2.01 1.38 -0.07
C -9.53451 -1.62422 -15.09707 0.15 0.67 -0.30
C -5.77069 -7.40941 -21.21049 -1.04 -0.64 0.92
C -6.73925 0.37283 -15.62654 -1.22 -1.51 -0.67
C -10.46617 -7.19980 -20.88359 -0.20 -1.36 0.40
C -11.28447 3.53308 -21.63750 -0.40 -0.27 -0.55
C -5.79889 4.74746 -18.08859 1.58 1.45 -1.65
C -7.07375 7.96841 -19.76794 0.53 -0.76 0.20
C -5.60691 -2.28567 -18.71266 -1.96 0.13 -0.92
C -6.82055 -6.13428 -18.15368 -0.39 0.60 -0.59
C -2.96904 -0.01005 -20.40848 0.56 0.38 -0.07
C -3.53447 5.53121 -18.99215 -0.76 -0.30 -0.41
C -5.58316 3.34935 -22.17940 1.14 0.21 -0.31
C -10.21134 1.82861 -23.06547 -1.29 -0.31 0.97
C -4.54757 -2.48145 -23.65911 -0.62 0.34 -0.37
C -13.61847 1.58868 -18.95914 0.49 -1.49 0.47
C -5.51579 -2.60994 -16.34902 -0.16 0.00 1.78
C -8.46100 -7.86711 -18.50133 -0.31 -0.27 1.02
C -9.13306 -7.46161 -22.85999 1.06 0.84 0.46
C -14.20406 2.17680 -22.25256 0.63 0.62 1.73
C -7.48756 1.03595 -17.87602 -0.63 -1.29 -0.17
C -8.66817 -3.83740 -15.70790 1.33 0.36 -0.19
C -11.18837 1.86873 -18.69744 0.33 -0.76 -0.15
C -2.61620 0.67399 -19.18913 -0.29 -1.33 -2.05
C -8.23905 6.54010 -21.39416 1.18 -0.78 -0.56
C -6.09002 -5.26246 -22.35540 -1.44 0.57 0.96
C -7.18090 3.35173 -20.50648 -0.68 0.67 1.70
C -13.90602 -0.11570 -22.87875 -0.32 -0.16 0.99
C -3.78162 -2.92457 -22.48999 1.51 -0.50 1.88
H -9.30386 -7.38647 -18.00467 -0.86 -1.03 -0.01
H -8.05621 8.35115 -19.49158 -0.24 -0.35 -0.24
H -5.24803 5.01967 -17.18828 -0.70 -0.09 0.39
H -6.81643 1.45885 -15.57454 0.36 -0.18 0.00
H -6.06558 -4.29106 -21.86157 0.48 0.04 -0.08
H -8.62446 -8.74285 -19.12940 -0.61 0.44 -0.31
H -8.44758 -4.37426 -16.63052 -0.55 -0.18 0.02
H -13.68686 2.76525 -23.01040 -0.60 -0.27 -0.65
H -11.40702 2.74458 -18.08656 0.08 -0.08 0.04
H -9.40986 2.56702 -23.08722 -0.01 -0.21 -0.33
H -11.17751 -6.91928 -21.66038 -0.42 0.50 0.46
H -5.62406 -2.53406 -23.49632 0.04 -0.55 0.36
H -6.59092 8.73166 -20.37822 0.19 0.02 -0.05
H -7.87221 -8.27809 -17.68125 0.33 0.14 -0.01
H -6.42547 -8.21824 -20.88621 0.26 -0.46 -0.30
H -10.50055 -6.68397 -19.92399 -0.61 0.24 -0.22
H -10.84975 1.83688 -23.94891 -0.15 0.89 -0.23
H -5.75423 3.66888 -18.23956 -0.16 -0.01 0.13
H -4.46854 -1.42033 -23.89551 0.73 0.06 0.32
H -5.11392 -5.53075 -22.75956 -0.18 -0.14 0.34
H -3.19795 4.59996 -18.53649 0.11 -0.02 0.04
H -3.08189 0.78392 -21.14670 -0.84 -0.28 -0.21
H -5.06297 -7.29170 -20.38990 0.43 0.17 -0.26
H -9.21699 6.84666 -21.02300 0.25 0.35 0.19
H -4.53904 -2.48855 -18.63150 -0.19 0.35 0.32
H -11.73317 3.82200 -20.68708 0.50 -0.38 0.23
H -9.75974 -8.31500 -23.11903 -0.12 0.04 0.46
H -10.19630 -0.98345 -15.67979 0.08 0.09 -0.16
H -2.11157 -0.57622 -20.77222 -0.18 -0.39 0.27
H -5.87099 -6.65923 -18.04945 -0.16 -0.44 -0.06
H -12.02162 3.86973 -22.36645 0.08 0.21 -0.35
H -6.79077 5.18095 -18.21647 -0.18 -0.40 0.83
H -5.72467 -0.02128 -15.68501 0.10 0.46 0.29
H -9.01318 -0.98352 -14.38586 0.12 0.00 -0.02
H -14.16512 2.81935 -21.37296 0.13 0.12 0.15
H -10.24410 1.99791 -19.22637 -0.24 0.40 -0.40
H -7.92010 7.05232 -22.30190 -0.64 0.40 -0.26
H -6.55263 -5.11696 -18.43896 -0.20 0.07 -0.33
H -15.27368 1.98810 -22.34424 0.10 0.03 -0.77
H -3.04646 5.62858 -19.96192 -0.16 -0.04 -0.05
H -8.13158 -7.68306 -23.22888 0.09 -0.03 0.29
H -5.27166 3.90022 -23.06687 0.03 -0.09 0.00
H -13.56203 2.27257 -18.11226 -0.46 0.13 -0.20
H -6.07414 -2.44634 -15.42729 0.09 0.32 0.12
H -6.61723 2.65822 -19.88246 -0.08 -0.49 -0.05
H -7.93572 2.81179 -21.07816 0.09 -0.14 -0.30
H -6.60726 1.01304 -18.51841 0.27 -0.23 0.10
H -7.28650 -0.03580 -14.77705 0.54 0.02 0.33
H -7.53661 2.04750 -17.47297 -0.13 -0.21 0.49
H -10.20348 -2.23674 -14.49259 0.28 -0.45 -0.25
H -4.64718 -1.95182 -16.37126 0.05 0.13 0.10
H -8.34883 0.89971 -18.53004 0.06 0.03 -0.12
H -14.18002 0.38746 -23.80603 0.17 -0.62 -0.31
H -5.29795 -7.63428 -22.16655 0.06 -0.15 0.26
H -3.19129 6.37635 -18.39544 -0.28 0.04 0.22
H -3.82884 -0.63195 -20.15929 -0.04 0.07 -0.83
H -9.46425 -6.58334 -23.41412 -0.32 -0.02 -0.24
H -9.83176 0.81074 -23.15468 0.39 0.04 0.92
H -14.77379 -0.58005 -22.41027 -0.34 -0.38 -0.62
H -4.70709 3.03971 -21.60955 0.54 -0.82 -0.55
H -5.89455 -1.30997 -19.10429 0.98 0.36 -0.48
H -9.59928 -4.09868 -15.20503 0.01 -0.19 -0.48
H -6.02817 -2.97322 -19.44609 0.21 -0.29 -0.15
H -6.21940 2.50048 -22.42983 0.34 -0.12 -0.24
H -13.73728 0.57440 -18.57808 -0.54 -0.05 0.63
H -4.30587 -3.03383 -24.56716 0.20 -0.15 0.22
H -7.70376 4.01838 -19.82070 -0.35 -0.16 0.16
H -14.47250 1.72568 -19.62244 0.36 0.53 -0.04
H -10.97988 0.98463 -18.09495 -0.14 0.05 0.67
H -6.54702 7.83294 -18.82333 0.29 0.23 -0.09
H -13.13101 -0.87869 -22.95163 -0.02 0.16 -0.41
H -8.30926 5.49058 -21.67997 -0.17 -0.03 -0.03
H -10.35106 4.05702 -21.84326 -0.05 0.22 0.32
H -5.14616 -3.62618 -16.21210 0.05 -0.35 -0.60
H -7.29580 -6.03282 -17.17800 0.02 -0.23 0.06
H -7.84023 -4.07523 -15.04002 -0.03 -0.40 0.31
H -10.58475 -8.26474 -20.68373 -0.94 -0.09 0.28
H -6.80417 -5.11591 -23.16572 0.04 -0.27 -0.36
```
Forces are in eV/Å.

The value obtained for the orbital gap is 6.67 eV. The total charge is +1. The calculation puts the HOMO energy at -9.59 eV.

---

# 2
A cluster of 12 separate species, C28H80N6O12 in total in a non-equilibrium geometry. Source: the Open Molecules 2025 dataset; level of theory: ωB97M-V/def2-TZVPD.

```
126
Properties=species:S:1:pos:R:3:forces:R:3
O -0.17759 2.80297 -3.73003 8.91 6.83 -3.84
O -0.33219 2.57071 3.98322 0.96 3.91 7.07
O -0.85628 -0.79991 0.69721 0.05 -1.51 0.60
O 3.19625 2.28205 -3.43434 -1.16 -0.74 -11.11
O -3.11877 -1.04886 -3.78922 -8.64 3.60 -3.04
O -5.62102 0.23134 -1.35576 -14.02 -2.38 -8.30
O 1.67750 -1.60304 -2.42104 2.27 -6.54 -0.22
O -4.52866 -4.03251 3.09523 -5.85 -7.60 4.74
O 5.53775 -0.76824 0.64150 -2.87 -0.11 -5.82
O 1.68457 -0.13538 3.91179 5.96 1.38 -2.91
O 1.80158 4.32303 3.35398 1.24 -5.76 8.13
O 1.87174 -2.90073 2.67530 4.19 2.88 8.28
N 3.43373 -0.77910 -0.34725 -2.17 0.61 2.83
N 3.42425 1.35854 3.30030 0.77 2.85 0.32
N 3.36229 -3.32207 -2.22594 0.71 1.30 -0.04
N 1.22254 -3.92357 -2.64551 -1.01 -4.25 -0.63
N 5.06909 -1.07366 -1.73583 2.52 -0.17 -2.14
N 3.66497 -0.73305 2.69127 -0.19 -1.31 -0.49
C -0.63857 1.68488 3.14634 -1.95 -4.95 -4.22
C 3.91798 3.85597 -1.98232 -1.35 1.77 1.15
C 1.52565 -3.31869 1.55893 -4.03 -3.08 -7.21
C -1.75550 -1.62953 -1.92774 -2.20 1.07 0.29
C 0.67393 5.61046 2.15355 -0.04 3.63 -4.66
C 0.23748 -0.02245 0.35048 0.70 -1.23 -2.36
C -1.98545 -2.96382 -4.08966 1.23 -1.02 -0.24
C 3.43901 2.44284 -2.21860 0.10 -0.98 6.73
C -1.62980 2.88637 -1.87162 0.32 1.43 1.05
C -1.28980 0.49339 3.82262 -0.79 -1.83 -0.41
C -3.82602 -3.31079 2.38627 4.60 5.10 -6.93
C -2.95175 -2.46326 3.12308 2.37 1.99 0.08
C 1.89095 4.72211 2.16260 -2.46 1.21 -6.65
C -4.56556 0.48689 -0.86965 10.92 3.21 4.89
C -1.99943 1.88008 -4.16826 -5.26 -0.38 0.26
C 4.71061 -0.82487 -0.48111 3.07 0.04 5.71
C -1.04347 2.21024 -3.06185 -5.17 -5.08 1.55
C -1.52808 2.40022 2.12076 -0.45 0.44 -2.04
C -3.05914 -4.03941 1.28148 -1.64 2.48 -0.75
C 2.05100 3.56507 1.15130 -0.59 0.66 1.26
C -4.31093 -0.70650 0.01731 0.28 -0.03 2.83
C 2.44288 -4.27685 0.84928 1.34 1.16 0.85
C 2.07952 -2.99615 -2.44835 0.17 8.37 1.08
C -4.60719 1.90147 -0.19110 -1.65 -0.69 -1.04
C 2.16629 1.89521 -1.53329 0.61 2.84 2.92
C 0.18863 -3.90991 1.78942 -1.30 -0.83 -0.75
C 2.91706 0.16513 3.30980 -5.84 -2.75 2.77
C -2.03039 -1.57680 -3.48084 8.42 -2.92 3.40
H -2.03926 1.78685 1.36011 0.40 -0.25 0.10
H 1.55938 -4.90948 -2.72310 -0.53 1.39 0.15
H 4.54759 -0.49915 2.18362 -0.87 -0.72 0.33
H 3.17008 -1.63158 2.65731 0.77 -0.01 -0.10
H -2.23728 2.73869 -4.85509 0.35 -0.36 1.08
H -5.42992 1.91163 0.49255 -0.55 -0.10 0.71
H 4.47128 -0.85432 -2.55999 0.86 0.00 1.24
H 2.45921 3.89834 0.23450 0.00 0.65 -0.98
H 0.35502 -4.72812 2.43266 -0.06 -1.46 0.85
H -2.82728 -3.65820 -4.00250 -0.15 0.49 0.98
H 2.94976 2.06716 3.83736 0.16 0.25 -0.23
H -0.86380 -2.04600 -1.46017 0.90 0.89 -1.00
H 2.75255 -4.97890 1.63041 0.23 -0.36 -0.55
H 3.38526 1.37325 -3.69719 -0.40 0.41 -0.24
H -0.21699 -4.26472 0.85411 -0.71 -0.03 -0.12
H -2.35932 -1.81111 2.43438 -0.46 -0.59 0.46
H -0.83881 3.07199 1.54252 -0.74 -0.35 0.33
H -1.24217 -0.87547 -3.85315 0.67 -1.12 -0.19
H -2.38856 2.30022 -1.40230 -0.34 -0.83 0.12
H -2.14140 3.82655 -2.05678 0.04 0.30 -0.60
H 4.59671 4.15347 -2.76933 0.69 -0.37 0.02
H 0.25114 3.17662 3.61793 1.93 2.01 -0.68
H 0.59005 -0.50122 -0.59917 0.37 0.64 0.69
H 3.29912 -3.66096 0.49481 -0.12 -0.73 0.28
H 0.23158 -3.81297 -2.66379 -0.27 0.65 -0.03
H 1.97342 -4.71619 -0.01485 -0.26 -0.37 -0.08
H -4.80299 2.75940 -0.86046 0.01 -0.76 -0.42
H -2.50031 -3.26026 0.75092 0.26 -0.73 -0.15
H -3.61912 -1.78660 3.62622 0.45 0.20 1.49
H -0.09485 0.96119 0.09682 0.19 0.95 0.00
H -0.91061 3.13745 -1.06704 0.05 -0.32 -0.54
H 3.10125 4.64986 -2.13802 0.63 -1.35 0.48
H -2.99021 1.49196 -3.77499 0.70 0.48 -0.42
H 0.57169 6.19188 1.12065 -0.18 -1.13 1.92
H -0.71338 -0.47913 3.67654 -0.58 1.43 0.23
H 1.83404 5.09044 3.87948 -0.06 0.96 1.75
H 2.75990 -0.99202 -1.07742 -0.43 0.01 -0.35
H -2.09504 -0.64041 -1.41519 0.98 -1.82 -1.03
H 0.25654 1.23103 2.68347 -0.22 0.37 -0.48
H 2.67225 5.36076 2.06768 3.06 1.92 -0.91
H 0.27871 2.26221 -4.39083 -0.26 0.23 0.52
H 4.22269 1.73501 -2.02875 1.25 -0.12 1.51
H -0.21905 5.12220 2.39225 -1.35 -1.05 0.03
H -2.23566 -3.10723 3.61360 0.15 0.37 1.27
H 1.11817 3.03171 0.97356 0.09 -0.08 0.04
H 1.26516 -2.53782 0.91334 0.20 1.90 -1.90
H 3.65818 -4.22939 -1.93709 -0.24 -0.58 0.02
H -0.59254 1.28490 -2.75614 -0.26 -1.29 1.14
H 0.98288 -0.05024 1.11514 0.69 0.26 0.56
H -4.88832 -4.65159 2.42382 -0.56 -0.10 1.45
H -3.37975 -0.59479 0.53247 0.89 -0.25 0.32
H -4.35342 -1.74993 -0.40282 -0.17 1.45 -0.07
H -2.37443 3.04744 2.47712 0.97 -0.64 0.50
H -0.48828 -3.23367 2.34439 0.19 -0.03 -0.77
H -3.22374 -1.09848 -4.78502 -0.11 0.28 1.79
H 6.07486 -1.19807 -1.82415 -0.39 0.24 -0.61
H -1.06183 -3.53711 -3.99037 0.02 0.08 0.44
H -1.53162 0.57616 4.89570 0.36 0.40 -0.45
H 4.28157 1.53575 2.77076 -0.65 0.13 0.66
H 1.45977 2.72267 -1.45889 -0.15 0.07 -0.09
H -3.75634 2.16376 0.29646 2.58 0.60 1.70
H 4.03186 -2.56876 -1.95626 -0.86 -0.95 -0.43
H -2.24134 0.37845 3.29193 -0.18 -0.44 0.33
H -2.39473 -2.40616 -1.54173 -1.25 -0.13 0.23
H 4.34751 4.01414 -0.96055 -0.20 -0.12 -0.96
H -3.86972 0.61381 -1.68573 1.69 -0.33 0.07
H 1.05067 -2.64361 3.09920 0.50 0.80 1.06
H -1.97731 -2.79778 -5.12254 0.01 0.33 -2.10
H -4.45442 -2.56070 1.93509 -0.60 0.46 -1.53
H 0.75202 6.42613 2.89575 0.40 -0.31 -0.18
H -5.60662 0.49976 -2.29332 -0.93 -0.28 0.62
H 3.16666 -0.69135 0.64679 -0.38 0.02 -0.94
H 1.59965 1.09269 -1.89817 0.05 -1.37 -1.48
H 2.80060 2.88699 1.53482 -0.06 -0.30 0.29
H 2.40623 1.63308 -0.51766 -0.05 -0.14 0.68
H -3.80033 -4.45392 0.64759 -1.10 -0.10 -1.38
H -1.73733 1.09750 -4.84096 1.06 -0.79 -0.34
H -2.58482 -4.91302 1.53105 2.11 -1.66 1.35
H -1.49446 -0.16526 0.91902 -1.80 0.87 0.86
H -5.03927 -0.61723 0.89385 0.48 -0.33 -1.27
```
Forces are in eV/Å.

The value obtained for the orbital gap is 8.53 eV. As for the structure (SMILES): NC(N)=O.NC(N)=O.NC(N)=O.CC(C)O.CC(C)O.CC(C)O.CC(C)O.CC(C)O.CC(C)O.CC(C)O.CC(C)O.CO. The total charge is 0. The value obtained for the relative energy (zero: lowest compared OMol25 entry of this formula, charge and spin) is 326.7 kcal per mole. The calculation puts the HOMO energy at -8.57 eV.

---

no.,energy (Ha),LUMO (hartree)
1,-3857.718939,-0.1073
2,-2345.745210,-0.0015